Record 1
Computed, not measured: the molecule C3H6N2O2S in a non-equilibrium geometry, with the ωB97M-V functional and the def2-TZVPD basis.

Geometry (Å):
H1 -2.984 0.235 0.395
N1 -2.710 -0.762 0.303
C1 -1.508 -0.862 -0.053
N2 -0.492 0.133 -0.142
S1 -0.943 1.759 -0.119
C2 0.758 -0.209 -0.831
C3 2.006 0.084 0.046
O1 3.101 0.216 -0.398
O2 1.775 0.117 1.342
H2 -1.039 -1.874 -0.262
H3 -0.479 2.035 1.126
H4 0.965 0.371 -1.749
H5 0.750 -1.259 -1.107
H6 0.800 0.016 1.449

The calculation puts the calculated total energy at -21118.076 eV. The value obtained for the largest force on an atom is 0.03030 hartree/bohr.

=====

Record 2
Computed, not measured: a cluster of 9 separate species, C30H30F9N2O25 in total, with the ωB97M-V functional and the def2-TZVPD basis.

Geometry (Å):
O1 2.630 2.884 -2.271
C1 1.799 2.380 -2.935
F1 1.265 1.171 -2.622
C2 1.181 2.928 -4.207
N1 -0.280 2.767 -4.143
C3 -0.861 1.675 -4.628
C4 -2.228 1.509 -4.467
C5 -2.897 2.507 -3.805
C6 -2.188 3.616 -3.325
N2 -0.894 3.749 -3.505
H1 1.558 2.391 -5.076
H2 1.418 3.983 -4.287
H3 -0.233 0.935 -5.103
H4 -2.719 0.620 -4.832
H5 -3.963 2.458 -3.630
H6 -2.701 4.390 -2.779
C7 0.513 2.216 0.771
C8 0.101 0.790 1.064
O2 -1.272 0.782 0.656
C9 -1.415 1.723 -0.305
O3 -2.359 1.825 -1.027
O4 -0.347 2.533 -0.346
F2 0.157 0.495 2.382
H7 0.290 2.882 1.600
H8 1.556 2.332 0.499
H9 0.641 0.031 0.506
C10 -1.850 -2.909 0.690
C11 -0.432 -3.221 0.254
O5 0.014 -4.079 1.279
C12 -1.079 -4.717 1.793
O6 -1.030 -5.669 2.494
O7 -2.209 -4.101 1.390
F3 0.354 -2.105 0.233
H10 -1.869 -2.061 1.377
H11 -2.533 -2.728 -0.135
H12 -0.352 -3.731 -0.704
C13 0.917 -7.380 4.418
C14 2.339 -7.685 4.003
O8 2.790 -8.527 5.043
C15 1.701 -9.167 5.566
O9 1.750 -10.109 6.276
O10 0.565 -8.568 5.138
F4 3.117 -6.574 3.956
H13 0.883 -6.522 5.091
H14 0.245 -7.214 3.585
H15 2.431 -8.213 3.052
C16 2.932 3.020 5.135
C17 2.517 4.416 5.537
O11 2.508 5.096 4.279
C18 2.247 4.185 3.327
O12 1.923 4.438 2.208
O13 2.390 2.931 3.805
F5 3.422 5.011 6.349
H16 4.018 2.926 5.093
H17 2.515 2.247 5.770
H18 1.532 4.485 5.982
C19 -0.326 -7.355 -3.543
C20 0.502 -6.675 -2.471
O14 -0.472 -5.889 -1.801
C21 -1.686 -6.503 -1.952
O15 -2.647 -6.228 -1.321
O16 -1.611 -7.443 -2.915
F6 1.450 -5.862 -2.987
H19 -0.399 -6.729 -4.433
H20 0.035 -8.341 -3.815
H21 0.966 -7.355 -1.755
C22 -2.622 0.898 5.145
C23 -2.579 1.950 4.056
O17 -1.763 2.954 4.643
C24 -0.939 2.347 5.533
O18 0.028 2.846 6.010
O19 -1.355 1.093 5.785
F7 -3.796 2.467 3.781
H22 -3.425 1.101 5.854
H23 -2.708 -0.117 4.771
H24 -2.119 1.616 3.125
C25 5.983 0.153 -1.921
C26 4.854 0.471 -2.877
O20 4.312 -0.805 -3.147
C27 4.559 -1.602 -2.060
O21 4.025 -2.634 -1.852
O22 5.481 -1.016 -1.263
F8 5.288 1.026 -4.038
H25 6.897 -0.091 -2.463
H26 6.183 0.941 -1.201
H27 4.071 1.102 -2.463
C28 -5.418 8.099 -4.649
C29 -3.960 7.875 -4.995
O23 -3.584 6.872 -4.054
C30 -4.700 6.171 -3.732
O24 -4.689 5.128 -3.155
O25 -5.801 6.807 -4.150
F9 -3.202 8.970 -4.804
H28 -5.524 8.839 -3.856
H29 -6.034 8.378 -5.498
H30 -3.786 7.496 -6.004

The charge is +1. The calculation puts the calculated total energy at -110215.826 eV. The value obtained for the largest force on an atom is 0.00738 hartree/bohr.

=====

Record 3
Computed, not measured: a cluster of 3 separate species, C5H16NO2 in total in a non-equilibrium geometry, with the ωB97M-V functional and the def2-TZVPD basis.

Geometry (Å):
C1 -0.090 0.677 1.608
C2 1.039 -0.269 1.059
C3 1.608 0.060 -0.303
C4 1.741 -0.887 -1.218
C5 2.106 1.467 -0.454
N1 -1.467 0.322 1.005
H1 -0.168 0.678 2.733
H2 0.156 1.715 1.424
H3 0.673 -1.275 1.001
H4 1.838 -0.380 1.863
H5 1.367 -1.983 -1.173
H6 2.251 -0.545 -2.229
H7 2.620 1.717 0.489
H8 2.951 1.345 -1.265
H9 1.410 2.215 -0.754
H10 -1.422 0.876 0.073
H11 -1.509 -0.690 0.840
H12 -2.286 0.678 1.432
H13 -2.714 -0.124 -2.270
H14 -2.778 1.453 -2.411
O1 -2.428 0.708 -1.909
H15 -0.890 -2.729 -0.146
H16 -2.426 -2.519 0.052
O2 -1.584 -2.508 0.552

The charge is +1. The calculation puts the calculated total energy at -11022.358 eV. The value obtained for the largest force on an atom is 0.08799 hartree/bohr.

=====

Record 4
Computed, not measured: a structure of composition C35H74Cu2N6O22 in a non-equilibrium geometry, with the ωB97M-V functional and the def2-TZVPD basis.

Geometry (Å):
Cu1 -3.834 -17.644 -16.918
Cu2 1.545 -15.619 -19.599
N1 -1.668 -15.665 -18.653
O1 -2.558 -16.416 -18.249
O2 -2.051 -14.560 -19.120
O3 -0.458 -15.930 -18.644
N2 4.670 -15.393 -20.851
O4 3.490 -15.445 -20.636
O5 5.468 -16.230 -20.496
O6 5.036 -14.381 -21.408
C1 1.461 -19.701 -17.864
C2 1.759 -19.998 -16.595
C3 2.502 -19.043 -15.727
O7 2.874 -19.388 -14.539
C4 2.935 -17.806 -16.053
C5 2.467 -17.339 -17.369
C6 1.801 -18.353 -18.408
O8 1.522 -17.946 -19.553
O9 2.581 -16.220 -17.780
O10 1.190 -21.095 -16.172
H1 1.004 -20.413 -18.536
H2 3.514 -17.122 -15.450
C7 -3.277 -11.730 -15.491
C8 -3.845 -12.721 -16.453
O11 -4.814 -13.324 -15.632
C9 -5.023 -14.668 -15.582
O12 -4.409 -15.459 -16.265
O13 -5.976 -15.060 -14.685
C10 -7.031 -14.318 -14.130
H3 -2.970 -12.226 -14.570
H4 -3.994 -10.973 -15.175
H5 -2.411 -11.308 -16.001
H6 -3.128 -13.375 -16.948
H7 -4.347 -12.146 -17.231
H8 -7.191 -14.568 -13.081
H9 -7.984 -14.518 -14.620
H10 -6.899 -13.247 -14.285
C11 -1.341 -15.640 -15.387
O14 -2.058 -16.897 -15.542
C12 -1.269 -18.069 -15.199
C13 -2.010 -19.458 -15.181
N3 -2.800 -19.638 -16.458
C14 -1.848 -19.617 -17.548
C15 -2.609 -19.956 -18.810
O15 -3.554 -18.976 -19.062
C16 -3.830 -18.836 -20.465
H11 -1.916 -14.720 -15.285
H12 -0.632 -15.516 -16.206
H13 -0.686 -15.652 -14.515
H14 -0.888 -18.037 -14.178
H15 -0.336 -18.071 -15.762
H16 -2.670 -19.524 -14.316
H17 -1.285 -20.257 -15.028
H18 -3.065 -20.612 -16.427
H19 -1.051 -20.360 -17.516
H20 -1.322 -18.665 -17.613
H21 -3.022 -20.964 -18.823
H22 -1.829 -19.937 -19.571
H23 -4.078 -19.804 -20.900
H24 -2.884 -18.465 -20.859
H25 -4.642 -18.109 -20.500
C17 -5.509 -15.826 -19.097
O16 -5.357 -17.054 -18.488
C18 -6.544 -17.765 -18.530
C19 -6.437 -19.154 -17.843
N4 -5.837 -19.059 -16.519
C20 -6.675 -18.245 -15.556
C21 -5.871 -18.191 -14.189
O17 -4.586 -17.646 -14.266
C22 -4.006 -17.508 -12.990
H26 -6.113 -15.160 -18.480
H27 -5.767 -15.976 -20.145
H28 -4.565 -15.283 -19.137
H29 -6.841 -18.012 -19.550
H30 -7.437 -17.252 -18.172
H31 -5.896 -19.787 -18.546
H32 -7.387 -19.687 -17.828
H33 -5.765 -20.013 -16.194
H34 -7.598 -18.770 -15.312
H35 -6.924 -17.303 -16.044
H36 -5.796 -19.126 -13.634
H37 -6.517 -17.713 -13.453
H38 -4.536 -16.766 -12.394
H39 -2.961 -17.244 -13.152
H40 -3.954 -18.420 -12.395
C23 -4.536 -13.411 -23.306
O18 -4.608 -14.556 -24.167
C24 -4.213 -15.743 -23.483
C25 -4.555 -16.963 -24.306
N5 -5.986 -17.380 -24.290
C26 -6.293 -18.678 -23.707
C27 -6.131 -19.769 -24.827
O19 -6.762 -19.396 -25.989
C28 -6.530 -20.334 -27.024
H41 -5.237 -13.436 -22.471
H42 -4.833 -12.713 -24.089
H43 -3.585 -13.155 -22.838
H44 -4.650 -15.858 -22.491
H45 -3.147 -15.611 -23.299
H46 -3.933 -17.795 -23.977
H47 -4.414 -16.594 -25.322
H48 -6.189 -17.522 -25.269
H49 -7.301 -18.584 -23.303
H50 -5.727 -18.962 -22.819
H51 -6.560 -20.656 -24.360
H52 -5.105 -20.067 -25.042
H53 -5.593 -20.880 -26.915
H54 -6.473 -19.810 -27.978
H55 -7.383 -21.013 -27.036
C29 1.535 -13.681 -16.633
O20 1.748 -13.677 -18.018
C30 1.756 -12.346 -18.663
C31 2.072 -12.588 -20.175
N6 1.165 -13.663 -20.675
C32 1.363 -13.910 -22.122
C33 0.426 -15.028 -22.493
O21 0.680 -16.127 -21.629
C34 -0.094 -17.250 -21.899
H56 1.811 -12.725 -16.188
H57 2.108 -14.495 -16.188
H58 0.472 -13.825 -16.443
H59 2.487 -11.684 -18.198
H60 0.760 -11.904 -18.647
H61 3.109 -12.737 -20.475
H62 1.867 -11.631 -20.656
H63 0.297 -13.154 -20.770
H64 2.383 -14.246 -22.308
H65 1.072 -13.052 -22.729
H66 0.575 -15.238 -23.552
H67 -0.633 -14.775 -22.426
H68 -1.177 -17.184 -22.005
H69 -0.051 -18.101 -21.218
H70 0.383 -17.677 -22.781
C35 -2.319 -11.414 -20.557
O22 -1.332 -12.387 -20.557
H71 -1.922 -10.400 -20.593
H72 -2.983 -11.596 -21.402
H73 -2.890 -11.552 -19.639
H74 -1.612 -13.070 -19.943

As for the expectation value of S²: 2.060. As for the spin multiplicity: 3. The calculation puts the calculated total energy at -180741.277 eV. The value obtained for the largest force on an atom is 0.12750 hartree/bohr.

=====

Record 5
Computed, not measured: the molecule C5H9NO, with the ωB97M-V functional and the def2-TZVPD basis.

Geometry (Å):
C1 1.303 -0.193 -1.835
N1 0.676 -0.279 -0.503
C2 1.378 0.154 0.521
C3 -0.595 -0.758 -0.488
C4 -1.621 -0.459 0.479
O1 -2.680 -1.083 0.466
C5 -1.470 0.723 1.429
H1 2.390 -0.172 -1.731
H2 0.943 0.711 -2.332
H3 1.008 -1.067 -2.416
H4 1.005 -0.001 1.522
H5 2.315 0.661 0.338
H6 -0.875 -1.381 -1.328
H7 -2.467 1.155 1.548
H8 -1.129 0.395 2.418
H9 -0.775 1.487 1.063

The calculation puts the calculated total energy at -8866.428 eV. The value obtained for the largest force on an atom is 0.00565 hartree/bohr.

=====

Record 6
Computed, not measured: a structure of composition C42H38BaIN6O3PS3Se2, with the ωB97M-V functional and the def2-TZVPD basis.

Geometry (Å):
Ba1 0.601 -0.711 -0.397
C1 4.030 -0.338 0.304
N1 3.221 0.470 -0.615
C2 3.555 0.170 -2.022
C3 2.410 0.523 -2.962
N2 1.465 -0.599 -3.132
C4 0.258 -0.134 -3.820
C5 2.084 -1.724 -3.804
C6 2.326 -1.630 -5.174
C7 2.889 -2.673 -5.888
C8 3.226 -3.837 -5.208
C9 3.005 -3.932 -3.850
C10 2.435 -2.890 -3.103
S1 2.239 -3.101 -1.370
C11 3.389 1.888 -0.306
C12 4.632 2.474 -0.543
C13 4.878 3.805 -0.262
C14 3.848 4.568 0.278
C15 2.625 3.992 0.534
C16 2.349 2.639 0.264
S2 0.755 2.028 0.638
H1 5.104 -0.136 0.195
H2 3.853 -1.396 0.105
H3 3.745 -0.097 1.329
H4 3.771 -0.896 -2.097
H5 4.459 0.705 -2.332
H6 2.802 0.828 -3.944
H7 1.856 1.382 -2.569
H8 0.486 0.432 -4.732
H9 -0.305 0.535 -3.173
H10 -0.365 -0.993 -4.075
H11 2.057 -0.714 -5.684
H12 3.061 -2.578 -6.953
H13 3.668 -4.673 -5.738
H14 3.277 -4.835 -3.318
H15 5.429 1.867 -0.956
H16 5.850 4.238 -0.462
H17 4.002 5.618 0.501
H18 1.822 4.583 0.958
Se1 -2.508 0.886 -1.241
P1 -2.254 2.826 -2.172
Se2 -0.450 3.404 -3.152
C17 -2.653 4.034 -0.853
C18 -3.969 4.218 -0.439
C19 -4.260 5.088 0.598
C20 -3.234 5.769 1.242
C21 -1.921 5.573 0.843
C22 -1.630 4.712 -0.205
C23 -3.655 3.101 -3.326
C24 -4.567 2.105 -3.637
C25 -5.610 2.362 -4.520
C26 -5.750 3.617 -5.086
C27 -4.837 4.620 -4.774
C28 -3.792 4.360 -3.907
H19 -4.769 3.674 -0.927
H20 -5.288 5.231 0.908
H21 -3.459 6.444 2.059
H22 -1.115 6.085 1.353
H23 -0.608 4.542 -0.522
H24 -4.452 1.133 -3.175
H25 -6.314 1.575 -4.761
H26 -6.564 3.818 -5.771
H27 -4.937 5.604 -5.215
H28 -3.063 5.129 -3.682
I1 -3.830 -1.712 0.977
C29 -2.853 -3.420 0.260
C30 -3.623 -4.529 -0.066
C31 -2.968 -5.642 -0.561
C32 -1.591 -5.597 -0.708
C33 -0.922 -4.440 -0.348
N3 -1.538 -3.356 0.138
H29 -4.694 -4.508 0.066
H30 -3.529 -6.528 -0.829
H31 -1.035 -6.436 -1.099
H32 0.152 -4.360 -0.476
O1 3.165 -4.370 8.227
S3 2.030 -4.401 9.128
O2 2.263 -3.791 10.424
O3 1.321 -5.671 9.170
C34 0.789 -3.308 8.353
N4 -0.191 -2.878 9.151
C35 -1.118 -2.123 8.584
C36 -1.100 -1.781 7.242
C37 -0.038 -2.280 6.499
N5 0.899 -3.039 7.060
C38 0.126 -2.006 5.042
C39 1.236 -2.504 4.367
C40 1.367 -2.247 3.014
N6 0.480 -1.547 2.305
C41 -0.575 -1.062 2.957
C42 -0.793 -1.264 4.308
H33 -1.916 -1.768 9.231
H34 -1.877 -1.161 6.821
H35 1.974 -3.083 4.905
H36 2.221 -2.630 2.465
H37 -1.286 -0.487 2.377
H38 -1.678 -0.839 4.758

The charge is -2. The calculation puts the calculated total energy at -240543.169 eV. The value obtained for the largest force on an atom is 0.01530 hartree/bohr.